Entry 1:
42
Properties=species:S:1:pos:R:3:forces:R:3 method="wB97M-V/def2-TZVPD" multiplicity=3 e_homo_ev="-15.26 / -15.52" total_energy_ev=-58776.2308 orbital_gap_ev="8.36 / 5.87" total_charge=+2
C 2.12703 -0.97990 -0.74096 -0.864 -4.174 0.270
I 2.38508 1.64226 -0.64132 0.471 3.138 0.284
H 1.05997 -0.64906 -0.72859 1.162 -0.197 0.141
H 2.10160 -2.02310 -0.40098 0.097 -0.219 -0.163
H 2.53349 -1.00538 -1.76131 -0.091 0.279 0.335
Au -2.18119 0.09524 1.59429 0.277 -0.488 -0.063
P -0.19934 0.23980 -2.55526 -1.723 1.221 -3.388
C 0.82947 0.61471 -4.02344 1.114 -0.178 0.669
C -1.24404 -1.06374 -3.28996 0.154 -1.065 1.207
H -2.25953 1.41003 -2.12022 0.121 0.200 -0.164
H -1.58005 1.80132 -3.75116 0.140 -0.165 0.206
H -0.87217 2.54223 -2.27115 -0.273 -0.004 -0.175
C -1.35384 1.65086 -2.68791 0.165 0.197 1.369
H -2.11375 -1.21705 -2.63997 0.244 -0.055 -0.387
H -1.54645 -0.74576 -4.29454 0.195 0.120 0.230
H 0.16720 0.58605 -4.90014 0.120 -0.046 0.344
H 1.61662 -0.14225 -4.12427 -0.098 0.233 -0.219
H -0.66671 -1.99426 -3.33787 -0.271 0.053 -0.185
H 1.28734 1.60332 -3.92392 -0.027 -0.196 -0.065
C 2.97227 -0.21953 0.17793 0.950 0.098 1.221
O 3.70158 -0.48582 1.09567 -1.677 0.604 -2.006
Cl -2.94671 -0.88410 -0.33649 0.283 0.298 0.510
C 1.39249 1.13444 3.07254 0.301 0.315 -0.519
P 0.08113 -0.09242 2.72736 0.288 0.014 1.826
C 0.76233 -1.69809 3.22274 0.019 -0.293 -0.742
C -1.03677 0.32071 4.09217 -1.067 -0.067 -0.993
C -1.21654 -0.34678 5.29875 -0.020 0.013 -0.069
C -2.37429 -0.10544 6.05177 0.628 0.215 -0.259
C -3.34601 0.78353 5.58483 -0.399 0.095 0.013
C -3.20529 1.43131 4.36667 0.216 -0.252 -0.664
C -2.05243 1.19905 3.55408 -0.155 0.260 1.506
H 1.08802 2.12777 2.71710 0.142 -0.233 0.123
H 2.33989 0.84710 2.59934 -0.260 0.140 0.125
H 1.51042 1.15994 4.16779 -0.052 -0.086 -0.376
H 1.63462 -1.91630 2.59068 -0.185 -0.071 0.262
H 1.06505 -1.66818 4.27710 -0.002 0.089 -0.299
H -0.00124 -2.47203 3.06978 0.250 0.121 0.100
H -0.46115 -1.04383 5.67122 -0.352 0.196 -0.162
H -2.49022 -0.59914 7.01511 -0.066 0.114 -0.219
H -4.22663 0.96472 6.20480 0.238 -0.015 -0.295
H -3.97602 2.09483 3.98334 0.101 0.022 0.277
H -1.77336 1.98104 2.81223 -0.097 -0.230 0.395


Entry 2:
26
Properties=species:S:1:pos:R:3:forces:R:3 method="wB97M-V/def2-TZVPD" e_homo_ev=-8.86 total_energy_ev=-10627.7510 orbital_gap_ev=9.88 smiles=Cc1ccccc1.CCC
C -1.35667 -0.01611 2.49181 -1.395 -1.975 1.332
C -0.71111 -1.12821 1.69093 -0.709 0.280 -1.601
C 0.59114 -0.94012 1.17954 -1.800 -2.272 -1.575
C 0.92875 -1.70871 0.03079 -2.517 -0.490 1.699
C 0.06407 -2.64159 -0.56120 0.013 -0.765 -2.031
C -1.17101 -2.90363 0.02112 0.309 1.525 1.142
C -1.54629 -2.14468 1.14087 0.182 0.163 0.571
H -2.51226 -0.00108 2.41375 2.050 -0.022 0.125
H -0.93566 0.91594 2.26885 0.352 1.445 -0.814
H -1.04974 -0.16359 3.52861 -0.506 0.013 0.393
H 1.23587 -0.19781 1.57116 0.547 0.626 0.224
H 1.82905 -1.60515 -0.41472 2.907 0.626 -1.273
H 0.27242 -3.15178 -1.62848 -0.060 1.267 2.757
H -1.92068 -3.51347 -0.41829 -0.231 -0.753 -0.371
H -2.54514 -2.31827 1.61072 0.852 0.345 -0.581
C -0.08391 2.61880 -0.66310 -0.887 -1.804 2.009
C 1.30814 2.01784 -0.99764 -1.491 -2.901 1.003
C 1.42429 1.35277 -2.33208 -2.381 -0.706 -1.947
H -0.84103 1.87648 -0.15629 1.504 0.916 -1.183
H -0.55022 2.93742 -1.57753 -0.267 0.457 -0.322
H -0.05701 3.43416 0.10137 0.308 -0.372 -0.907
H 1.96820 2.75506 -0.88264 2.775 3.285 -0.038
H 1.73797 1.27711 -0.29846 -0.925 0.191 0.383
H 0.64468 0.57681 -2.40992 -0.665 0.388 0.326
H 1.08242 2.07961 -3.14159 1.226 -1.013 0.527
H 2.19376 0.59223 -2.56761 0.809 1.544 0.155


Entry 3:
21
Properties=species:S:1:pos:R:3:forces:R:3 method="wB97M-V/def2-TZVPD" e_homo_ev=-13.78 total_energy_ev=-11426.3489 orbital_gap_ev=11.10 total_charge=+1
C 2.28132 -1.01874 0.44647 0.554 0.475 -0.061
C -4.30170 -0.07096 -0.21935 -0.879 0.030 -0.857
C 0.36651 2.13720 0.77733 0.099 0.245 0.179
C -2.17386 -0.65061 0.56153 0.791 -0.589 -0.094
N -1.16876 -1.20421 0.49040 -0.458 0.060 0.013
N 1.26996 -2.08535 0.31530 -0.029 -0.130 -0.065
O -3.24624 -0.05392 0.75205 -0.508 0.695 0.797
O 0.26588 1.24727 -0.31956 -0.009 0.015 -0.654
H 2.03208 -0.21668 -0.24527 -0.033 -0.120 0.078
H 2.25609 -0.61815 1.45656 -0.069 -0.063 0.012
H 3.28096 -1.39530 0.23611 -0.103 -0.100 0.042
H -4.33435 -1.02207 -0.75497 0.105 0.083 0.178
H -4.15833 0.75204 -0.92200 0.068 -0.107 0.140
H -5.22497 0.07563 0.33978 0.201 -0.030 -0.044
H 1.39813 2.47494 0.91698 -0.077 0.026 0.090
H 0.04592 1.58649 1.65887 0.007 0.048 0.074
H -0.27977 3.00916 0.64863 0.030 -0.045 0.071
H 0.42611 1.75136 -1.12842 -0.058 -0.117 0.150
H 0.26417 -1.66911 0.40235 0.457 -0.374 -0.073
H 1.39257 -2.79778 1.03762 -0.054 0.020 -0.218
H 1.33802 -2.53241 -0.60224 -0.035 -0.022 0.242


Entry 4:
19
Properties=species:S:1:pos:R:3:forces:R:3 method="wB97M-V/def2-TZVPD" e_homo_ev=-1.58 total_energy_ev=-8911.1641 orbital_gap_ev=4.09 total_charge=-1
C 3.95049 0.49147 0.71274 -0.194 -0.557 -0.461
N 3.64374 -0.10559 -0.56700 -0.258 -0.050 -0.008
C -0.73943 -0.03037 0.19548 0.594 -3.384 -0.736
C -1.78900 -0.61473 -0.57789 0.499 -0.732 1.953
C -3.20285 -0.50578 -0.00919 -0.474 0.483 0.193
O -3.42686 0.78400 0.31072 0.150 0.042 -0.048
C 0.70500 -0.05101 -0.24951 -0.671 0.780 0.445
H 4.83631 1.15736 0.69752 0.053 0.132 0.273
H 4.11723 -0.26770 1.50546 0.110 0.260 0.201
H 3.10734 1.12535 1.07630 0.178 0.032 0.028
H 4.07133 -1.03148 -0.57965 0.087 0.091 -0.012
H -0.96344 0.15131 1.23799 -0.509 0.727 -0.205
H -1.40467 0.57173 -0.58232 -0.871 2.429 -0.805
H -1.60937 -1.08743 -1.53941 0.417 0.461 -0.164
H -3.92459 -0.91845 -0.74966 0.199 -0.191 -0.126
H -3.25356 -1.19058 0.87698 0.168 -0.216 -0.143
H 1.16059 -1.02720 -0.10271 0.094 -0.092 -0.144
H 1.27277 0.63162 0.37779 0.154 0.017 -0.228
H 0.79227 0.26379 -1.28607 0.274 -0.232 -0.014


Entry 5:
81
Properties=species:S:1:pos:R:3:forces:R:3 method="wB97M-V/def2-TZVPD" multiplicity=4 e_homo_ev="-5.52 / -5.49" total_energy_ev=-122840.9009 orbital_gap_ev="7.24 / 4.69" total_charge=-1
Pd -4.09692 10.24560 18.72365 -0.431 -0.333 -0.291
F 1.48645 12.76319 19.46236 -0.944 -0.088 -0.298
C 1.40499 11.65280 20.19552 2.895 -0.644 -0.419
F 2.25409 11.88210 21.21581 -0.789 -0.137 0.668
F 2.00793 10.65001 19.51014 -0.706 0.349 -0.280
S -0.28728 11.18328 20.69101 -0.854 -0.826 -0.844
O -0.51290 11.99325 21.84192 -0.381 0.436 0.445
O -1.09091 11.40587 19.50003 0.214 0.076 0.544
N -0.05114 9.63210 20.97359 -1.043 -0.083 0.979
S -1.23747 8.67288 21.53091 1.858 1.034 -3.011
O -2.53615 9.06217 21.02625 -0.143 0.074 0.915
O -0.79451 7.33367 21.33279 -0.293 -0.597 0.088
C -1.11139 8.80363 23.32268 -0.675 0.745 1.806
F -1.29934 10.03872 23.79182 -0.183 0.345 -0.372
F 0.08917 8.43133 23.72266 0.316 -0.444 -0.117
F -2.03734 8.04208 23.94285 0.176 -0.250 -0.455
O -10.06916 10.85229 20.63068 -0.517 0.385 0.368
S -9.05692 11.86268 20.75144 -0.447 0.477 -0.177
O -9.34899 13.21840 21.17897 -0.199 -1.101 -0.570
N -8.25457 11.85475 19.29656 0.662 0.253 0.104
C -7.01611 11.51687 19.45079 -0.527 -0.044 2.381
S -5.91018 11.62565 18.17695 1.117 -0.121 -0.539
C -6.64306 11.15761 20.93923 -0.359 0.342 -1.467
C -5.46084 10.83874 21.55159 -0.096 -0.592 0.303
C -5.47554 10.55346 22.91052 1.309 0.287 0.349
C -6.58802 10.72195 23.70847 0.269 -0.018 -0.807
C -7.74763 11.11876 23.09584 -1.715 0.836 0.172
C -7.75397 11.28191 21.74033 0.464 0.072 -0.695
H -4.52841 10.74137 21.04712 0.662 0.038 -0.413
H -4.52140 10.33671 23.39659 -0.253 -0.159 -0.229
H -6.48424 10.60354 24.75161 -0.141 -0.137 1.001
H -8.67257 11.46132 23.57536 0.467 -0.565 0.409
C 4.41087 8.23904 17.34806 -0.947 -1.013 -0.573
C 2.90666 8.05240 17.05157 0.107 0.132 -0.247
C 2.16352 7.04967 17.69441 1.460 0.569 -0.323
C 0.87749 6.75991 17.37783 -1.539 0.509 -0.949
C 0.16587 5.60142 18.00861 0.255 -0.440 -0.466
C 0.22118 7.57456 16.40152 -0.028 -0.390 0.494
Te -1.85808 7.36495 16.22894 -0.674 -0.264 -0.050
N -4.28796 8.35049 18.12335 0.770 0.565 0.274
C -5.43837 7.77589 17.71906 -1.714 -1.604 -0.983
O -5.61351 7.22919 16.61896 0.364 0.846 1.093
C -6.50009 7.71890 18.81286 0.845 0.194 -0.716
C -7.85278 7.90138 18.58015 -0.151 -0.156 -0.380
C -8.68654 8.05794 19.68796 -0.903 0.861 -0.512
C -8.15936 8.04342 20.96336 1.123 -0.892 0.241
C -6.83182 7.62011 21.18266 -0.282 1.220 0.766
C -6.00180 7.54375 20.08998 0.582 -0.623 0.274
C -2.20688 7.37366 14.13786 0.323 -0.091 -0.712
C -1.29352 6.77519 13.21767 0.484 -0.016 1.271
C -1.47776 6.93106 11.85788 1.899 -1.199 0.498
C -2.54442 7.62066 11.36294 0.191 -0.163 -1.683
C -3.45501 8.13929 12.21505 -0.726 0.419 1.414
C -3.33188 8.04194 13.62903 0.232 -0.207 -0.962
C -4.40188 8.77226 14.39383 -0.151 -0.767 0.643
C 0.85711 8.64347 15.81851 1.944 0.855 -0.697
C 0.23887 9.60350 14.81463 0.030 -0.729 -0.570
C 2.24077 8.85709 16.12908 -0.255 0.038 0.666
H 4.66975 7.96178 18.36979 -0.091 0.144 0.006
H 4.66684 9.24992 17.14123 0.340 0.976 0.112
H 5.04791 7.63303 16.66977 -0.516 0.104 0.308
H 2.68889 6.51863 18.45554 0.084 -0.643 0.502
H 0.82940 5.16503 18.73022 0.260 -0.297 0.532
H -0.02192 4.82507 17.24065 -0.176 0.393 0.352
H -0.76098 5.85407 18.51359 -0.088 0.063 -0.034
H -8.21512 7.93071 17.54176 0.101 0.154 0.618
H -9.74832 8.36727 19.57201 0.920 -0.368 -0.065
H -8.74501 8.36748 21.79149 -0.546 -0.082 0.496
H -6.37879 7.59901 22.19709 -0.596 -0.177 -0.755
H -4.94145 7.30076 20.18530 -0.261 0.202 0.228
H -0.37027 6.23076 13.59415 -1.346 0.760 -0.399
H -0.71018 6.49477 11.20088 -0.502 0.249 0.163
H -2.59631 7.71207 10.27377 -0.357 0.193 0.386
H -4.29412 8.69893 11.83616 -0.226 0.087 -0.116
H -4.14357 8.97345 15.43313 0.010 -0.195 -0.058
H -5.40256 8.29426 14.37686 0.768 -0.046 0.038
H -4.51272 9.70700 13.91700 -0.235 1.289 -0.529
H -0.58950 10.14228 15.26283 -0.212 0.129 -0.038
H -0.10568 9.12040 13.86946 -0.064 -0.001 0.906
H 0.98797 10.29420 14.44609 0.181 0.357 0.333
H 2.76950 9.76773 15.80486 -0.398 -0.553 -0.344


Entry 6:
83
Properties=species:S:1:pos:R:3:forces:R:3 method="wB97M-V/def2-TZVPD" e_homo_ev=-5.16 total_energy_ev=-45659.0066 orbital_gap_ev=1.33
C 0.68486 3.24285 -1.82210 0.046 0.258 -0.165
C 0.53955 2.29693 -0.66920 0.377 0.040 0.101
O 1.70276 2.34015 0.17520 -1.005 0.509 -1.231
C 1.62882 1.34826 1.09188 1.879 -0.938 2.735
C 2.76871 1.28910 2.00352 -2.019 -0.317 -0.775
C 2.87063 0.23173 2.96232 0.551 0.225 -0.342
O 3.96184 -0.01723 3.52132 -0.234 0.038 0.352
C 1.68428 -0.65535 3.32928 -0.001 0.317 -0.035
C 1.55965 -1.88682 2.44453 -0.195 -0.158 -0.210
C 2.69399 -2.91985 2.56543 -0.191 -0.249 -0.163
C 3.57309 -3.04519 1.30766 0.158 -0.232 0.208
C 4.88554 -2.25646 1.36303 0.180 0.257 0.200
C 5.29048 -1.64229 0.01769 -0.100 0.151 0.163
C 4.68038 -0.24872 -0.19177 -0.239 -0.061 -0.133
C 5.45451 0.85819 0.52582 0.148 -0.089 -0.121
C 4.70846 2.19236 0.61998 0.124 0.149 0.269
C 3.84496 2.31553 1.88789 0.443 -0.069 -0.248
O 0.66101 0.58202 1.08039 -0.732 -0.169 -0.317
H -0.21592 3.14157 -2.43148 0.004 0.113 -0.136
H 0.76066 4.28353 -1.49672 0.133 -0.080 -0.077
H 1.54110 2.97563 -2.44816 -0.030 0.146 0.131
H -0.33714 2.54154 -0.05885 0.031 -0.025 -0.079
H 0.40607 1.27897 -1.04762 -0.041 0.082 0.120
H 1.82918 -0.97170 4.36797 0.019 0.131 -0.044
H 0.76821 -0.07382 3.22102 -0.016 -0.082 0.213
H 0.60721 -2.38213 2.69136 0.058 0.075 -0.008
H 1.45088 -1.54405 1.40830 0.061 -0.115 0.150
H 3.31177 -2.69073 3.44353 -0.049 -0.084 -0.190
H 2.22941 -3.90238 2.73264 0.116 0.131 0.135
H 3.83206 -4.10636 1.17853 -0.114 0.147 -0.176
H 2.99226 -2.74842 0.42287 0.035 -0.026 0.132
H 4.80114 -1.45540 2.11400 0.037 -0.205 -0.246
H 5.68537 -2.91927 1.72451 -0.160 0.082 -0.054
H 6.38476 -1.57505 -0.00494 -0.071 0.069 -0.263
H 4.96450 -2.28993 -0.80487 0.194 -0.122 0.062
H 4.63998 -0.01998 -1.26836 0.050 0.027 0.145
H 3.63363 -0.23789 0.15654 0.306 -0.123 -0.055
H 5.72231 0.51888 1.53683 -0.081 0.095 -0.144
H 6.39649 1.01425 -0.02407 -0.099 -0.097 0.149
H 5.45455 2.99833 0.63672 -0.145 0.029 -0.113
H 4.05954 2.33977 -0.25067 0.248 0.000 -0.043
H 3.39672 3.31740 1.91428 0.136 -0.001 0.018
H 4.50842 2.20039 2.75304 -0.160 0.101 -0.043
C -2.52784 2.45063 -5.91073 0.164 -0.074 0.108
N -3.51794 2.28637 -4.86315 -0.047 0.919 -0.119
C -4.87944 2.26207 -5.36748 0.054 -0.301 0.214
C -3.21674 1.58671 -3.68239 0.018 -0.473 0.341
C -2.91789 2.29236 -2.49271 -0.124 -0.244 -0.430
C -2.77115 1.60900 -1.29897 -0.167 0.095 0.156
C -2.89516 0.19983 -1.23967 0.100 0.168 -0.217
C -2.88673 -0.51183 0.01078 -0.087 0.007 -0.575
C -2.54222 -1.90947 0.17089 -0.248 -0.711 1.037
C -2.95543 -2.32761 1.48461 0.623 -0.979 -1.204
C -2.84888 -3.65308 1.87799 -0.123 0.870 0.047
C -2.28943 -4.57809 0.98494 0.253 0.267 -0.689
C -1.82484 -4.16482 -0.27703 -0.151 -0.150 0.339
C -1.94156 -2.83043 -0.68673 0.002 0.110 0.079
C -3.51215 -1.17130 2.16656 -0.605 1.520 0.158
C -3.44280 -0.04523 1.26595 -0.178 -0.626 1.195
C -3.99937 1.17275 1.65570 0.037 -0.186 -0.023
C -4.58819 1.27939 2.92305 -0.033 -0.292 0.302
C -4.66461 0.17155 3.78585 0.161 0.568 -0.483
C -4.12954 -1.06696 3.40199 0.436 -0.249 -0.605
C -3.11704 -0.49404 -2.45717 0.104 -0.234 0.113
C -3.27488 0.17985 -3.65333 0.023 0.312 0.170
H -1.51688 2.39888 -5.49032 -0.214 0.063 -0.140
H -2.63190 1.68287 -6.69711 0.112 0.046 0.128
H -2.67383 3.43069 -6.38477 0.141 -0.187 0.074
H -5.57653 2.12665 -4.53235 0.071 0.083 -0.256
H -5.09007 3.21656 -5.86703 -0.032 -0.192 0.116
H -5.03088 1.45072 -6.09946 -0.100 0.078 0.084
H -2.85396 3.38370 -2.54046 0.017 -0.447 0.054
H -2.56035 2.16368 -0.38685 0.106 -0.159 -0.302
H -3.20352 -3.93403 2.86862 0.166 -0.161 -0.257
H -2.20758 -5.62749 1.26976 0.019 0.309 -0.075
H -1.37419 -4.89354 -0.95267 -0.112 0.236 0.262
H -1.56603 -2.49902 -1.65274 0.063 -0.257 0.241
H -3.98541 2.01963 0.97592 -0.131 -0.091 0.300
H -4.99859 2.23905 3.24197 0.110 -0.337 -0.110
H -5.14308 0.27722 4.75998 0.131 -0.005 -0.289
H -4.17916 -1.95076 4.03626 -0.108 0.322 0.021
H -3.21879 -1.57641 -2.44460 -0.092 0.284 0.014
H -3.46212 -0.36441 -4.58243 -0.013 0.166 0.351